Arrangement one

8 unconnected molecules or ions with the total composition C24H64O8. Source: the OMol25 dataset; level of theory: the ωB97M-V functional and the def2-TZVPD basis.

Last column: Löwdin spin population.
Geometry (Å):
C  -5.32  1.18  0.23  0.0000
C  -6.40  0.94  -0.85  0.0000
C  -6.91  -0.51  -0.90  0.0000
O  -7.50  1.75  -0.76  0.0000
H  -5.81  0.93  1.16  0.0000
H  -5.23  2.25  0.43  0.0000
H  -4.34  0.71  0.17  0.0000
H  -5.89  1.15  -1.79  0.0000
H  -7.48  -0.53  -1.82  0.0000
H  -7.45  -0.75  0.02  0.0000
H  -6.05  -1.18  -1.04  0.0000
H  -7.33  2.68  -0.90  0.0000
C  -7.96  -9.30  -3.16  0.0000
C  -7.31  -7.91  -3.32  0.0000
C  -5.75  -7.87  -2.88  0.0000
O  -7.50  -7.57  -4.65  0.0000
H  -7.55  -10.04  -3.84  0.0000
H  -9.03  -9.37  -3.35  0.0000
H  -7.77  -9.71  -2.16  0.0000
H  -7.88  -7.22  -2.70  0.0000
H  -5.19  -6.94  -2.99  0.0000
H  -5.08  -8.48  -3.48  0.0000
H  -5.68  -8.20  -1.84  0.0000
H  -6.82  -7.95  -5.22  0.0000
C  -7.37  -2.55  -5.10  0.0000
C  -5.92  -2.82  -5.38  0.0000
C  -5.14  -3.82  -4.49  0.0000
O  -5.88  -3.34  -6.63  0.0000
H  -7.83  -2.01  -5.93  0.0000
H  -7.36  -1.93  -4.20  0.0000
H  -7.92  -3.49  -5.03  0.0000
H  -5.34  -1.89  -5.37  0.0000
H  -5.68  -4.76  -4.37  0.0000
H  -4.91  -3.39  -3.51  0.0000
H  -4.14  -4.10  -4.80  0.0000
H  -6.46  -4.09  -6.50  0.0000
C  -4.84  -3.25  1.35  0.0007
C  -5.72  -4.33  0.87  0.0004
C  -5.47  -4.95  -0.55  0.0000
O  -5.79  -5.39  1.80  0.0009
H  -5.08  -2.35  0.77  0.0001
H  -3.80  -3.56  1.29  0.0002
H  -5.04  -3.19  2.42  0.0000
H  -6.66  -3.78  0.86  0.0001
H  -5.72  -6.00  -0.76  0.0000
H  -4.45  -4.68  -0.82  0.0000
H  -6.09  -4.40  -1.27  0.0000
H  -6.50  -5.18  2.41  0.0000
C  -0.31  -0.85  1.03  0.1213
C  -1.07  -2.11  0.60  0.1207
C  -0.90  -2.36  -0.92  0.0157
O  -0.55  -3.16  1.41  0.6537
H  0.01  -0.11  0.29  0.0145
H  0.69  -1.07  1.42  -0.0021
H  -0.83  -0.27  1.78  0.0034
H  -2.12  -1.83  0.76  0.0361
H  0.12  -2.37  -1.32  0.0050
H  -1.44  -1.62  -1.50  0.0018
H  -1.22  -3.39  -1.11  0.0043
H  -0.87  -2.95  2.29  0.0065
C  -0.84  -1.85  5.51  0.0018
C  -1.28  -3.11  4.82  0.0017
C  -2.44  -3.69  5.70  0.0000
O  -1.92  -2.71  3.65  0.0124
H  -0.43  -1.97  6.51  0.0002
H  -1.74  -1.26  5.62  0.0000
H  -0.24  -1.22  4.86  0.0000
H  -0.48  -3.84  4.79  0.0005
H  -2.09  -4.37  6.48  0.0000
H  -3.15  -4.31  5.16  0.0000
H  -3.08  -2.96  6.18  0.0000
H  -2.84  -2.67  3.93  0.0000
C  -6.90  -5.96  5.64  0.0000
C  -7.60  -5.44  6.90  0.0000
C  -6.70  -5.00  8.04  0.0000
O  -8.23  -4.33  6.53  0.0000
H  -6.31  -5.17  5.19  0.0000
H  -7.56  -6.57  5.02  0.0000
H  -6.16  -6.72  5.90  0.0000
H  -8.32  -6.13  7.33  0.0000
H  -7.13  -4.47  8.89  0.0000
H  -6.06  -4.21  7.65  0.0000
H  -6.07  -5.84  8.34  0.0000
H  -8.54  -3.94  7.35  0.0000
C  -7.14  -0.94  6.64  0.0000
C  -7.05  -1.36  5.17  0.0000
C  -6.08  -0.44  4.31  0.0000
O  -6.60  -2.65  5.04  0.0000
H  -7.78  -1.53  7.30  0.0000
H  -7.47  0.10  6.72  0.0000
H  -6.14  -0.96  7.08  0.0000
H  -8.03  -1.14  4.74  0.0000
H  -6.15  0.63  4.51  0.0000
H  -6.23  -0.77  3.28  0.0000
H  -5.02  -0.66  4.42  0.0000
H  -7.22  -3.29  5.39  0.0000

Calculated values
HOMO-LUMO gap (spin up / spin down) (eV): 9.11 / 2.43
Charge: +1
Multiplicity: 2
Lowest unoccupied orbital energy (spin up / spin down) (Ha): -0.0858 / -0.3314

---

Arrangement two

8 unconnected molecules or ions with the total composition C24H64O8. Source: the OMol25 dataset; level of theory: the ωB97M-V functional and the def2-TZVPD basis.

Last column: Löwdin spin population.
Geometry (Å):
C  19.12  -5.28  15.70  0.0000
C  19.37  -6.75  15.32  0.0000
C  18.31  -7.55  14.65  0.0000
O  20.53  -6.92  14.63  0.0000
H  18.12  -5.17  16.11  0.0000
H  18.99  -4.74  14.77  0.0000
H  19.87  -4.87  16.38  0.0000
H  19.51  -7.28  16.26  0.0000
H  17.65  -6.98  14.00  0.0000
H  17.56  -7.82  15.39  0.0000
H  18.65  -8.45  14.14  0.0001
H  21.29  -6.93  15.22  0.0000
C  12.63  -6.46  14.45  0.0000
C  14.06  -6.54  14.96  0.0000
C  14.52  -5.32  15.90  0.0000
O  14.18  -7.67  15.84  0.0001
H  12.69  -5.74  13.63  0.0000
H  11.98  -6.11  15.25  0.0000
H  12.39  -7.49  14.18  0.0000
H  14.66  -6.70  14.07  0.0000
H  14.71  -4.34  15.46  0.0000
H  15.45  -5.57  16.42  0.0000
H  13.94  -5.04  16.79  0.0000
H  13.36  -7.60  16.33  0.0000
C  15.22  -9.64  19.71  0.0001
C  15.46  -8.54  18.65  0.0014
C  16.47  -7.46  18.93  0.0006
O  15.75  -9.05  17.49  0.0049
H  14.96  -9.24  20.69  0.0000
H  16.09  -10.29  19.78  -0.0002
H  14.27  -10.14  19.52  0.0003
H  14.45  -8.14  18.63  0.0011
H  16.31  -6.74  19.73  0.0000
H  16.49  -6.77  18.09  0.0000
H  17.52  -7.70  19.08  0.0001
H  15.39  -8.43  16.85  0.0001
C  18.12  -5.02  21.29  0.0000
C  17.41  -4.75  22.65  0.0000
C  17.16  -3.28  23.01  0.0000
O  16.05  -5.26  22.56  0.0000
H  18.31  -6.08  21.17  0.0000
H  19.09  -4.53  21.31  0.0000
H  17.52  -4.64  20.46  0.0000
H  17.89  -5.32  23.44  0.0000
H  17.92  -2.65  22.57  0.0000
H  17.25  -3.12  24.08  0.0000
H  16.17  -2.90  22.78  0.0000
H  15.55  -5.15  23.37  0.0000
C  12.61  -10.42  17.00  0.0005
C  11.68  -9.90  17.98  0.0001
C  10.29  -9.45  17.38  0.0001
O  11.54  -10.63  19.12  0.0001
H  12.16  -11.36  16.66  0.0000
H  13.62  -10.56  17.38  0.0002
H  12.69  -9.76  16.15  0.0001
H  12.08  -8.90  18.15  0.0000
H  9.88  -8.70  18.07  0.0000
H  9.52  -10.19  17.18  0.0000
H  10.66  -9.11  16.41  0.0000
H  10.70  -10.54  19.57  0.0000
C  19.13  -11.29  20.67  0.0002
C  20.21  -11.44  19.59  0.0001
C  21.71  -11.55  19.97  0.0001
O  20.02  -12.52  18.75  0.0005
H  18.15  -11.43  20.20  0.0000
H  19.29  -10.40  21.27  0.0000
H  19.16  -12.07  21.42  0.0000
H  20.15  -10.50  19.04  0.0000
H  21.87  -10.78  20.73  0.0000
H  22.55  -11.38  19.31  0.0000
H  22.00  -12.50  20.42  0.0000
H  19.22  -12.39  18.24  0.0001
C  17.97  -12.29  15.73  0.1639
C  16.42  -12.25  16.14  0.1455
C  15.85  -13.65  15.89  0.0992
O  16.32  -11.93  17.50  0.5300
H  18.67  -12.93  16.26  0.0014
H  18.24  -11.24  15.71  0.0124
H  18.10  -12.74  14.74  0.0086
H  15.79  -11.47  15.72  0.0014
H  16.53  -14.48  16.11  0.0020
H  15.62  -13.75  14.83  0.0107
H  15.01  -13.72  16.58  0.0066
H  16.03  -11.03  17.65  0.0076
C  15.71  -2.91  18.15  0.0000
C  16.72  -1.94  18.62  0.0000
C  16.88  -1.82  20.16  0.0000
O  17.92  -2.45  18.20  0.0000
H  15.84  -3.97  18.39  0.0000
H  15.59  -2.79  17.08  0.0000
H  14.74  -2.60  18.53  0.0000
H  16.63  -0.93  18.22  0.0000
H  16.47  -0.94  20.66  0.0000
H  17.91  -2.08  20.42  0.0000
H  16.37  -2.70  20.55  0.0000
H  17.82  -2.99  17.41  0.0000

Calculated values
HOMO-LUMO gap (spin up / spin down) (eV): 9.32 / 2.80
Charge: +1
Multiplicity: 2
Lowest unoccupied orbital energy (spin up / spin down) (Ha): -0.0828 / -0.3227

---

Ranked by calculated energy, most stable first: arrangement one, arrangement two.

---

Arrangement one

A single C2H5PSi molecule. Source: the OMol25 dataset; level of theory: the ωB97M-V functional and the def2-TZVPD basis.

Last column: Mulliken charge in e.
Geometry (Å):
C  -0.14  0.93  0.93  -0.4980
C  -0.47  0.11  -0.25  -0.2475
Si  0.18  -1.57  -0.19  0.0087
P  0.85  1.57  -0.44  0.0090
H  0.35  0.69  1.85  0.3529
H  -1.25  0.49  -0.88  0.4362
H  1.22  -2.25  -0.97  -0.0219
H  -0.59  -2.29  0.86  -0.0401
H  -0.15  2.33  -0.92  0.0007

Calculated values
HOMO-LUMO gap (spin up / spin down) (eV): 7.94 / 6.40
Charge: 0
Lowest unoccupied orbital energy (spin up / spin down) (Ha): -0.0177 / -0.0197

---

Arrangement two

2 unconnected molecules or ions with the total composition C2H5PSi. Source: the OMol25 dataset; level of theory: the ωB97M-V functional and the def2-TZVPD basis.

Last column: Mulliken charge in e.
Geometry (Å):
C  2.23  0.49  -0.14  -0.2363
C  1.74  -0.39  -0.97  -0.4041
Si  -2.61  -0.06  0.11  0.1661
P  0.42  0.35  0.12  -0.1322
H  3.15  1.11  0.05  0.3018
H  1.86  -1.11  -1.67  0.4213
H  -3.78  0.63  -0.27  -0.0795
H  -3.31  -0.31  1.58  -0.0610
H  0.30  -0.71  1.19  0.0240

Calculated values
HOMO-LUMO gap (eV): 7.16
Charge: 0
Lowest unoccupied orbital energy (Ha): -0.0305

---

Ranked by calculated energy, most stable first: arrangement one, arrangement two.

---

Arrangement one

A single C6H11FO molecule. Source: the OMol25 dataset; level of theory: the ωB97M-V functional and the def2-TZVPD basis.

Last column: Mulliken charge in e.
Geometry (Å):
C  -0.17  1.00  2.49  -1.3825
C  -0.54  0.81  1.09  0.3247
C  0.61  0.36  0.20  -0.3099
C  0.94  -1.14  0.11  -0.9104
C  0.38  -0.33  -1.13  0.9529
C  1.29  -0.02  -2.32  -1.4344
H  0.55  1.82  2.52  0.3631
H  -1.01  1.25  3.17  0.3545
H  0.40  0.14  2.80  0.3690
H  -1.05  1.64  0.58  0.2634
H  1.40  1.10  0.29  0.3997
H  0.23  -1.82  0.59  0.2569
H  1.98  -1.43  -0.03  0.3321
H  1.44  -0.88  -3.07  0.3103
H  1.02  0.90  -2.87  0.3309
H  2.31  0.10  -2.00  0.3627
H  -1.49  -0.63  -0.87  0.3953
O  -0.88  -0.54  -1.61  -0.5852
F  -1.54  -0.22  1.02  -0.3931

Calculated values
HOMO-LUMO gap (eV): 9.93
Charge: 0
Structure (SMILES): C[C@H](F)[C@H]1C[C@@]1(C)O
Lowest unoccupied orbital energy (Ha): 0.0359

---

Arrangement two

2 unconnected molecules or ions with the total composition C6H11FO. Source: the OMol25 dataset; level of theory: the ωB97M-V functional and the def2-TZVPD basis.

Last column: Mulliken charge in e.
Geometry (Å):
C  -1.76  0.60  -1.56  0.0063
C  1.49  -0.67  -0.63  -1.6564
C  1.03  1.68  0.12  -1.3326
C  -1.14  -1.47  0.91  -1.0828
C  0.91  0.18  0.51  0.9527
C  -0.42  -0.24  1.03  0.1031
O  -2.30  -0.46  -1.53  -0.3810
F  -0.98  0.70  1.83  -0.3269
H  -2.21  1.56  -1.82  0.2788
H  0.81  -1.07  -1.36  0.3821
H  2.08  -0.15  -1.33  0.4510
H  2.08  -1.48  -0.35  0.4330
H  0.60  2.43  0.91  0.3021
H  0.42  1.98  -0.80  0.2185
H  2.05  2.07  0.11  0.4200
H  -1.74  -1.49  1.73  0.4418
H  -1.76  -1.67  -0.02  0.1939
H  -0.56  -2.45  0.76  0.2954
H  1.40  -0.05  1.48  0.3010

Calculated values
HOMO-LUMO gap (spin up / spin down) (eV): 8.95 / 6.85
Charge: 0
Lowest unoccupied orbital energy (spin up / spin down) (Ha): 0.0243 / 0.0047

---

Ranked by calculated energy, most stable first: arrangement one, arrangement two.

---

Arrangement one

A molecular structure, C2H6FP. Source: the OMol25 dataset; level of theory: the ωB97M-V functional and the def2-TZVPD basis.

Last column: Mulliken charge in e.
Geometry (Å):
C  1.19  0.92  -0.22  -0.8366
C  -1.52  -0.71  -0.02  -0.4729
F  -1.90  -0.11  -1.16  -0.2456
P  0.83  -0.87  -0.21  0.0518
H  1.25  1.30  -1.17  0.3231
H  2.23  0.91  0.30  0.2761
H  0.46  1.46  0.39  0.2672
H  -1.62  -1.74  0.02  0.3033
H  -1.99  -0.29  0.88  0.3117
H  1.08  -0.89  1.18  0.0218

Calculated values
HOMO-LUMO gap (eV): 9.68
Charge: 0
Lowest unoccupied orbital energy (Ha): 0.0296

---

Arrangement two

2 unconnected molecules or ions with the total composition C2H6FP. Source: the OMol25 dataset; level of theory: the ωB97M-V functional and the def2-TZVPD basis.

Last column: Mulliken charge in e.
Geometry (Å):
C  1.39  -1.47  -0.02  -1.0072
C  -0.62  1.41  -0.04  -1.0271
F  -2.10  -0.49  -0.26  -0.2244
P  -1.16  -0.05  0.91  0.2503
H  1.47  -0.73  -0.74  0.3617
H  0.76  -2.41  -0.16  0.3019
H  1.97  -1.36  0.91  0.2975
H  -0.18  1.18  -0.95  0.3067
H  0.00  2.00  0.49  0.4016
H  -1.52  1.92  -0.15  0.3390

Calculated values
HOMO-LUMO gap (spin up / spin down) (eV): 8.51 / 7.99
Charge: 0
Lowest unoccupied orbital energy (spin up / spin down) (Ha): -0.0049 / 0.0071

---

Ranked by calculated energy, most stable first: arrangement one, arrangement two.

---

Arrangement one

5 unconnected molecules or ions with the total composition C2H16N2O4. Source: the OMol25 dataset; level of theory: the ωB97M-V functional and the def2-TZVPD basis.

Last column: Mulliken charge in e.
Geometry (Å):
C  0.86  1.51  -0.95  0.0015
C  1.53  1.11  0.36  -0.9266
N  0.89  0.05  1.15  -0.5560
N  1.41  0.99  -2.19  -0.5753
H  -0.20  1.26  -0.84  0.1072
H  0.81  2.61  -0.98  0.2704
H  2.59  0.86  0.31  0.4865
H  1.49  1.98  1.02  0.3083
H  1.38  -0.83  0.95  0.3100
H  -0.04  -0.26  0.88  0.1859
H  0.77  0.98  -2.97  0.1995
H  2.26  1.49  -2.42  0.2047
H  2.09  -0.84  -1.31  0.3736
H  2.41  -2.37  -1.62  0.2827
O  2.21  -1.73  -0.94  -0.6647
H  -1.71  -1.48  0.87  0.3276
H  -2.38  -2.64  1.41  0.3027
O  -2.60  -1.85  0.90  -0.6134
H  -2.51  0.43  -0.16  0.3083
H  -2.52  -0.31  -1.56  0.2907
O  -2.15  0.42  -1.06  -0.6481
H  -0.69  0.26  3.12  0.3213
H  -2.07  -0.35  3.21  0.2960
O  -1.50  0.15  2.61  -0.5929

Calculated values
HOMO-LUMO gap (eV): 9.49
Charge: 0
Structure (SMILES): NCCN.O.O.O.O
Lowest unoccupied orbital energy (Ha): 0.0231

---

Arrangement two

6 unconnected molecules or ions with the total composition C2H16N2O4. Source: the OMol25 dataset; level of theory: the ωB97M-V functional and the def2-TZVPD basis.

Last column: Mulliken charge in e.
Geometry (Å):
C  -0.41  1.55  1.22  -0.5240
N  -0.75  0.06  1.23  -0.1198
C  0.13  -1.77  -1.18  -0.7366
N  0.90  -0.60  -1.12  -0.2024
H  -1.30  2.02  0.78  0.3703
H  -0.20  1.88  2.24  0.2196
H  0.36  1.42  0.53  0.3612
H  -1.39  -0.17  0.34  0.3311
H  -0.59  -1.71  -1.99  0.3684
H  0.66  -2.70  -1.27  0.3369
H  1.25  -0.27  -2.03  0.2545
H  1.64  -0.78  -0.49  0.2303
H  -0.47  -1.76  -0.24  0.3059
H  -1.99  1.94  -2.37  0.2654
O  -1.55  1.63  -1.57  -0.6595
H  -3.36  -0.83  -0.57  0.1525
H  -1.84  0.64  -1.36  0.3720
O  -2.48  -0.75  -0.93  -0.7129
H  0.22  -0.33  1.08  0.0260
H  2.17  -1.67  2.01  0.1493
O  1.80  -1.09  1.31  -0.8498
H  2.07  0.22  1.28  0.4607
H  2.79  1.80  1.90  0.2540
O  2.34  1.28  1.18  -0.6531

Calculated values
HOMO-LUMO gap (eV): 4.35
Charge: 0
Lowest unoccupied orbital energy (Ha): -0.1860

---

Ranked by calculated energy, most stable first: arrangement one, arrangement two.